1.
Density functional theory data (the ωB97M-V functional and the def2-TZVPD basis) for the ion C11H16I2N with charge +1.

```
30
C11H16I2N (the ωB97M-V functional and the def2-TZVPD basis)
C 0.00029 -2.67283 1.20761
C 0.33619 -1.56139 0.42298
N 1.09197 -1.44219 -0.72222
C 1.98161 -2.51713 -1.22849
C 0.88556 -0.27455 -1.29522
I 1.94539 -0.01725 -3.23160
C 0.02153 0.53558 -0.66535
C -0.36177 1.89063 -1.07700
C 0.17902 2.90681 0.03397
C -1.83824 1.97277 -1.23010
C -0.36368 -0.29488 0.53753
C -1.47145 0.02164 1.40037
C -0.10734 0.55981 1.84465
I 0.86415 -0.42927 3.61330
H -0.45243 -3.42762 0.57001
H 0.85452 -3.28211 1.66027
H -0.64138 -2.28973 2.05022
H 2.11265 -3.33141 -0.41824
H 1.46615 -3.22935 -1.83775
H 2.94371 -2.12967 -1.57071
H 0.11803 1.82205 -2.07072
H -0.69294 2.91919 0.69390
H 0.36560 3.90319 -0.27971
H 1.15918 2.73828 0.53484
H -2.28259 1.33200 -1.97668
H -2.09361 2.96281 -1.53957
H -2.31159 1.86082 -0.17372
H -2.18548 0.73561 0.90785
H -1.82565 -0.73764 2.13388
H 0.30259 1.47584 1.70569
```

Properties
E_tot: -1078.514562 a.u.
Energy above the lowest of the compared OMol25 structures with the same formula, charge and spin: 10.5 kcal per mole
E_HOMO: -12.38 eV
Strongest force on any atom: 0.1199 Eh/bohr
Structure (SMILES): CC1=[N+](C)C(I)=C(C(C)C)[C@@]12C[C@H]2I
Net charge: +1

Atom charges from the Löwdin analysis, given in e for atoms 1 to 4:
1 C -0.050
2 C -0.184
3 N -0.075
4 C -0.044



2.
Density functional theory data (the ωB97M-V functional and the def2-TZVPD basis) for a structure of composition C2H5N2.

```
9
C2H5N2 (the ωB97M-V functional and the def2-TZVPD basis)
C -0.17689 1.00457 0.00121
C 0.15085 -0.96106 0.02634
N 0.91863 0.28850 -0.06774
N -1.04014 0.03119 -0.05710
H -0.24427 2.24308 0.11598
H 0.26943 -1.70928 -0.82024
H 0.36433 -1.33455 0.95378
H 1.86800 0.48184 -0.07094
H -2.10995 -0.04430 -0.08130
```

Properties
E_tot: -188.392385 a.u.
Energy above the lowest of the compared OMol25 structures with the same formula, charge and spin: 14.5 kcal per mole
E_HOMO: -16.11 eV
Strongest force on any atom: 0.0901 Eh/bohr
Net charge: +1

Atom charges from the Löwdin analysis, given in e for atoms 1 to 4:
1 C -0.107
2 C 0.012
3 N 0.101
4 N 0.120



3.
Density functional theory data (the ωB97M-V functional and the def2-TZVPD basis) for a cluster of 2 separate species, C2H3FNP in total.

```
8
C2H3FNP (the ωB97M-V functional and the def2-TZVPD basis)
C 1.02832 -0.02723 -0.01908
C 0.36537 0.71724 0.83465
N 1.69999 -0.85321 -0.59107
F -2.82408 -1.06504 -0.65807
P -2.56305 0.52021 -0.72064
H -0.25043 0.20551 1.68278
H 0.71423 1.73402 0.98149
H 1.82965 -1.23151 -1.51006
```

Properties
E_tot: -573.847871 a.u.
Energy above the lowest of the compared OMol25 structures with the same formula, charge and spin: 53.4 kcal per mole
E_HOMO (alpha / beta): -7.91 / -7.90 eV
Strongest force on any atom: 0.0481 Eh/bohr

Atom charges from the Löwdin analysis, given in e for atoms 1 to 4:
1 C -0.309
2 C -0.119
3 N 0.172
4 F -0.578



4.
Density functional theory data (the ωB97M-V functional and the def2-TZVPD basis) for the molecule C9H12O3S2.

```
26
C9H12O3S2 (the ωB97M-V functional and the def2-TZVPD basis)
C 1.80563 0.00760 1.21505
C 1.34957 0.59542 0.07113
C 0.98612 -0.81173 1.97232
C -0.33402 -1.26828 1.41405
C 0.09515 0.27790 -0.55408
C -0.84596 -0.81477 -0.01269
C 3.26494 1.85469 0.02170
C -0.90240 0.30028 -2.59450
C -3.18891 -1.00109 0.57184
O 2.12770 1.42038 -0.66353
O -0.08441 0.94069 -1.66271
O -2.11877 -0.28392 -0.06997
S -0.51559 -0.00789 2.75987
S -1.02210 -2.71099 -0.72529
H 2.77395 0.02951 1.59654
H 1.44251 -1.61081 2.52712
H -0.77868 -2.21234 1.82115
H 2.80436 2.19603 1.05765
H 3.83315 2.56767 -0.63874
H 4.06341 1.01432 0.09244
H -0.92105 -0.75909 -2.68606
H -0.70936 0.73826 -3.49596
H -1.86284 0.56605 -2.50241
H -2.97417 -1.73009 1.43718
H -3.57050 -1.69673 -0.21724
H -3.81085 -0.21354 0.80699
```

Properties
E_tot: -1371.992619 a.u.
Energy above the lowest of the compared OMol25 structures with the same formula, charge and spin: 29.9 kcal per mole
E_HOMO (alpha / beta): -7.27 / -7.27 eV
Strongest force on any atom: 0.0853 Eh/bohr

Atom charges from the Löwdin analysis, given in e for atoms 1 to 4:
1 C -0.025
2 C -0.195
3 C -0.485
4 C -0.543



5.
Density functional theory data (the ωB97M-V functional and the def2-TZVPD basis) for a cluster of 8 separate species, C16H39Cl2N7O7 in total.

```
71
C16H39Cl2N7O7 (the ωB97M-V functional and the def2-TZVPD basis)
C 13.14450 -1.18398 -0.08539
C 12.44685 -0.92430 1.22262
N 12.46038 -1.95175 2.12152
O 11.83384 0.09777 1.44005
H 12.61866 -1.94374 -0.66358
H 14.16308 -1.55924 0.05789
H 13.19178 -0.25776 -0.64472
H 11.98963 -1.82788 2.99986
H 12.99744 -2.78387 1.96781
C 13.12819 -0.33666 -4.82600
C 12.74007 0.32603 -3.53332
N 13.64255 1.19004 -2.99021
O 11.69608 0.05682 -2.97642
H 14.06799 0.04963 -5.22315
H 12.35707 -0.14876 -5.57033
H 13.20972 -1.40320 -4.62603
H 13.40382 1.68492 -2.14879
H 14.56381 1.28206 -3.38686
C 16.16506 -5.32267 -5.11698
C 15.99828 -4.23058 -4.09617
N 16.73344 -4.34291 -2.95874
O 15.19036 -3.31415 -4.24856
H 15.87738 -5.00184 -6.11217
H 15.54289 -6.16463 -4.80610
H 17.19010 -5.69861 -5.16390
H 17.47249 -5.01835 -2.87293
H 16.50003 -3.71658 -2.19158
C 17.20464 0.02532 -0.86448
C 16.61874 -1.17714 -1.55405
N 16.24561 -1.04914 -2.82873
O 16.49049 -2.25872 -0.94318
H 17.69725 0.71297 -1.54748
H 17.97543 -0.38519 -0.20642
H 16.51574 0.51718 -0.17962
H 16.24290 -0.15122 -3.29450
H 15.92381 -1.89542 -3.30538
C 20.16518 -2.26026 -1.12944
C 21.39975 -2.54705 -0.31189
N 21.62356 -3.87413 -0.14902
O 22.11230 -1.66661 0.13762
H 20.19840 -1.27294 -1.58163
H 19.25119 -2.35865 -0.54064
H 20.05551 -3.00471 -1.92322
H 22.50620 -4.19031 0.21241
H 21.02154 -4.50324 -0.66269
C 16.29649 2.41442 -6.53952
C 16.77105 2.17860 -5.13269
N 17.77234 2.94523 -4.65518
O 16.24510 1.31261 -4.44079
H 16.70378 1.61058 -7.14972
H 16.63543 3.38015 -6.91622
H 15.21146 2.39387 -6.56328
H 18.14969 2.70730 -3.75281
H 18.31313 3.54985 -5.24689
C 18.72507 -6.30419 1.36349
C 18.49135 -5.20424 0.36555
N 17.71954 -4.18043 0.78905
O 19.06487 -5.20838 -0.72231
H 17.78283 -6.83561 1.53907
H 18.99764 -5.90021 2.34069
H 19.47999 -6.99830 1.01960
H 17.48889 -3.39505 0.19180
H 17.19175 -4.27670 1.63802
Cl 18.01685 -0.83280 -6.41236
C 19.03443 -0.84090 -4.95487
C 20.30142 -1.63291 -5.11565
Cl 21.44378 -0.77665 -6.21347
H 18.44910 -1.27918 -4.14381
H 19.23745 0.19232 -4.68344
H 20.12578 -2.58021 -5.60945
H 20.78244 -1.68697 -4.14359
```

Properties
E_tot: -2463.619324 a.u.
E_HOMO: -9.20 eV
Strongest force on any atom: 0.0202 Eh/bohr
Structure (SMILES): CC(N)=O.CC(N)=O.CC(N)=O.CC(N)=O.CC(N)=O.CC(N)=O.CC(N)=O.ClCCCl

Atom charges from the Löwdin analysis, given in e for atoms 1 to 4:
1 C -0.004
2 C -0.597
3 N 0.143
4 O 0.042